[1]
A single BrH2PS molecule in a non-equilibrium geometry. Source: the OMol25 dataset; level of theory: ωB97M-V/def2-TZVPD.

Each line ends with the Mulliken charge.
Cartesian coordinates (Å):
P 1.0877 -0.1700 -0.7719  -0.0143
S -2.8603 0.9175 0.0487  -0.3625
Br -1.3202 -0.5755 0.2521  0.1619
H 1.4360 -0.9842 0.3145  0.0915
H 1.6567 0.8122 0.1566  0.1234

Results
- max |F| (eV Å⁻¹) = 1.7
- spin multiplicity = 1
- E (eV) = -90195.9065
- highest occupied orbital energy (spin up / spin down) (eV) = -8.32 / -8.29
- LUMO energy (spin up / spin down) (eV) = -2.2 / -2.3
- charge = 0
- HOMO-LUMO gap (spin up / spin down) (eV) = 6.1 / 6.0

***

[2]
A single C2H4ClNO2 molecule in a non-equilibrium geometry. Source: the OMol25 dataset; level of theory: ωB97M-V/def2-TZVPD.

Each line ends with the Mulliken charge.
Cartesian coordinates (Å):
O 0.3460 -1.9744 0.3752  -0.5308
C -0.0698 -0.8599 0.2647  0.4404
C 1.0123 0.2849 0.6907  -0.3979
Cl 1.8433 0.7292 -0.8616  -0.1687
N -1.1009 -0.4150 -0.4333  -0.1687
O -1.1262 0.9386 -0.8770  -0.3713
H 0.7022 1.2670 1.2754  0.2856
H 1.7331 -0.3051 1.2542  0.2905
H -1.4758 -0.9257 -1.2755  0.2756
H -1.8641 1.2605 -0.4130  0.3454

Results
- max |F| (eV Å⁻¹) = 5.0
- spin multiplicity = 1
- E (eV) = -20244.1337
- highest occupied orbital energy (eV) = -10.06
- SMILES = O=C(CCl)NO
- LUMO energy (eV) = 0.6
- charge = 0
- HOMO-LUMO gap (eV) = 10.6

***

[3]
2 unconnected molecules or ions with the total composition C5H15NO in a non-equilibrium geometry. Source: the OMol25 dataset; level of theory: ωB97M-V/def2-TZVPD.

Each line ends with the Mulliken charge.
Cartesian coordinates (Å):
C -0.4382 1.8767 -0.5750  -1.0063
C -0.6577 0.3584 -0.2468  0.0274
C -0.0974 0.4073 1.1900  -1.2659
N -0.0672 -0.5191 -1.2735  0.0945
C -0.6050 -0.4357 -2.6241  -1.0488
C 1.4103 -0.7315 -1.1385  -0.7848
H -1.3796 2.3754 -0.2300  0.3784
H 0.5529 2.1103 -0.3557  0.4209
H -0.4761 1.7353 -1.7506  0.1649
H -1.7905 0.0220 -0.0834  0.3440
H -0.6021 0.8686 2.0290  0.3833
H 1.0352 0.7142 1.0712  0.2000
H -0.0514 -0.6750 1.3362  0.3164
H -0.2860 0.4027 -3.3485  0.2772
H -1.7076 -0.2014 -2.5996  0.3423
H -0.4390 -1.5077 -2.9792  0.3718
H 1.8377 -1.2292 -0.2017  0.2045
H 1.7140 -1.4621 -1.9936  0.2850
H 1.7919 0.3041 -1.0551  0.2983
O -0.1296 -1.3524 5.3217  -0.6303
H -0.3923 -1.6953 4.4144  0.3222
H 0.7777 -1.3657 5.0929  0.3051

Results
- max |F| (eV Å⁻¹) = 6.8
- spin multiplicity = 1
- E (eV) = -8962.6537
- highest occupied orbital energy (eV) = -8.06
- SMILES = CC(C)N(C)C.O
- LUMO energy (eV) = 0.7
- charge = 0
- HOMO-LUMO gap (eV) = 8.8

***

[4]
A single C5H7NO molecule. Source: the OMol25 dataset; level of theory: ωB97M-V/def2-TZVPD.

Each line ends with the Mulliken charge.
Cartesian coordinates (Å):
C -1.4026 -0.7830 0.9494  0.0330
N -1.4566 0.4734 0.8134  -0.5746
C -0.5468 1.0779 -0.1100  0.1014
C 0.8975 1.2367 0.2605  -0.8075
C 0.4983 0.2341 -0.7882  -0.1408
C 0.5005 -1.2423 -0.4607  -0.4710
O -0.5789 -1.6825 0.3784  -0.3879
H -2.1026 -1.2969 1.6071  0.4002
H -1.0046 1.8836 -0.6770  0.3643
H 1.1980 0.8585 1.2352  0.2687
H 1.4155 2.1363 -0.0591  0.2730
H 0.7423 0.4715 -1.8200  0.3545
H 1.4225 -1.5407 0.0520  0.2618
H 0.4174 -1.8266 -1.3810  0.3251

Results
- max |F| (eV Å⁻¹) = 0.4
- spin multiplicity = 1
- E (eV) = -8834.6160
- highest occupied orbital energy (eV) = -9.24
- SMILES = C1=N[C@H]2C[C@H]2CO1
- LUMO energy (eV) = 1.0
- charge = 0
- HOMO-LUMO gap (eV) = 10.2

***

[5]
A molecular structure, C31H28BaF8N2O5S2Si. Source: the OMol25 dataset; level of theory: ωB97M-V/def2-TZVPD.

Each line ends with the Mulliken charge.
Cartesian coordinates (Å):
Ba -1.3910 -0.7073 -0.3594  1.6115
C -3.7192 -4.5369 -2.5682  -1.7016
C -2.5474 -3.8788 -1.8577  0.4216
O -2.6634 -2.6867 -1.5954  -0.1717
C -1.3700 -4.6693 -1.5200  0.6566
C -1.4294 -6.0719 -1.6193  -0.4919
C -0.3752 -6.8838 -1.2811  -0.7784
C 0.8142 -6.2776 -0.8326  -0.2727
C 0.9247 -4.9197 -0.7363  -0.7668
C -0.1566 -4.0339 -1.0692  0.0813
O 0.0031 -2.7810 -0.9664  -0.2711
H -4.3835 -3.7421 -2.8991  0.3576
H -4.2579 -5.1933 -1.8808  0.3444
H -3.3933 -5.1334 -3.4202  0.4211
H -2.3505 -6.5306 -1.9587  0.3119
H -0.4589 -7.9607 -1.3528  0.3503
H 1.6594 -6.9007 -0.5574  0.3636
H 1.8382 -4.4479 -0.3954  0.3981
F -2.3878 -3.5700 1.5988  -0.1859
C -2.0107 -3.2462 2.8389  0.4841
F -1.0108 -4.0517 3.1972  -0.2344
F -3.0445 -3.4801 3.6615  -0.2329
S -1.5001 -1.4749 2.8993  1.0394
O -1.4211 -1.1641 4.3049  -0.6678
O -0.2650 -1.4636 2.1421  -0.5420
O -2.5728 -0.8006 2.1719  -0.8377
C 2.2765 2.8373 3.7888  -0.4050
C 2.0694 3.8062 2.8176  -0.5132
C 1.8424 3.4385 1.4952  -0.3689
C 1.8068 2.0998 1.0975  1.0620
C 2.0025 1.1400 2.1033  -0.6074
C 2.2425 1.4938 3.4234  -0.7319
Si 1.3400 1.4873 -0.6710  -0.4203
C 2.9755 0.5774 -1.1612  0.2818
C 4.2107 0.7359 -0.5242  0.2942
C 5.3483 0.0578 -0.9475  -0.7642
C 5.2828 -0.8051 -2.0333  -0.3191
C 4.0682 -0.9864 -2.6822  -0.5963
C 2.9385 -0.3095 -2.2434  -0.6088
C 1.5252 3.1132 -1.6924  -0.0750
C 2.7581 3.7078 -1.9828  0.2801
C 2.8472 4.8992 -2.6905  -0.7283
C 1.6919 5.5358 -3.1296  -0.3275
C 0.4564 4.9665 -2.8581  -0.5567
C 0.3810 3.7702 -2.1526  -0.5342
H 2.4440 3.1207 4.8218  0.2980
H 2.0655 4.8551 3.0927  0.3441
H 1.6696 4.2148 0.7578  0.2895
H 1.9477 0.0857 1.8475  0.3494
H 2.3839 0.7217 4.1721  0.3490
H 4.2846 1.4025 0.3292  0.3682
H 6.2894 0.2023 -0.4268  0.3595
H 6.1663 -1.3399 -2.3637  0.3374
H 3.9970 -1.6701 -3.5209  0.3687
H 1.9910 -0.4856 -2.7438  0.2788
H 3.6707 3.2239 -1.6494  0.3088
H 3.8189 5.3343 -2.9005  0.3595
H 1.7559 6.4665 -3.6830  0.3298
H -0.4523 5.4490 -3.1997  0.4047
H -0.5917 3.3325 -1.9571  0.3783
F -2.0063 -0.0810 -2.9669  -0.2003
C -3.4439 0.0870 -3.0111  -1.0023
F -3.7099 0.1668 -1.5791  -0.2481
C -3.5666 1.5535 -3.4012  1.1762
F -3.1607 1.7427 -4.6750  -0.2964
F -4.8593 1.9502 -3.3361  -0.2961
F -2.8714 2.4508 -2.6517  -0.2255
C -3.5800 1.3712 4.6993  -0.8359
N -3.3146 2.4585 3.7809  -0.1363
C -2.1074 2.7684 3.2621  0.2693
N -1.0553 2.0527 3.7089  -0.3793
S -1.9425 4.0254 2.1614  -0.4614
H -4.6125 1.4527 5.0347  0.3667
H -2.9320 1.4448 5.5758  0.3211
H -3.4368 0.3942 4.2381  0.1725
H -4.0795 2.9365 3.3397  0.2327
H -1.1815 1.1271 4.0974  0.1825
H -0.1744 2.2261 3.2452  0.1891

Results
- max |F| (eV Å⁻¹) = 0.6
- spin multiplicity = 1
- E (eV) = -97806.9315
- highest occupied orbital energy (eV) = -1.75
- LUMO energy (eV) = 4.2
- charge = -2
- HOMO-LUMO gap (eV) = 5.9

***

[6]
A molecular structure, C12H24O2 in a non-equilibrium geometry. Source: the OMol25 dataset; level of theory: ωB97M-V/def2-TZVPD.

Each line ends with the Mulliken charge.
Cartesian coordinates (Å):
C 3.9147 2.4225 -2.2424  -1.0763
C 2.9888 1.1739 -2.7907  -0.7737
C 1.5763 1.0909 -2.2682  -0.7987
C 1.4246 1.0736 -0.8697  -0.5267
C 1.8994 -0.2139 -0.4807  -0.6597
C 1.6776 -0.3432 1.1392  -1.6666
C 0.5355 -1.1836 1.3833  -0.6688
C -0.8376 -0.9810 0.7323  -0.0689
C -1.9564 -1.9003 1.0771  -1.8451
C -3.3597 -1.4438 0.4489  -1.4512
C -3.6760 -0.1844 0.9315  0.1005
C -3.9109 -0.0706 2.2602  0.2826
O -3.5315 0.8015 2.9075  -0.5079
O -4.9681 -0.7995 2.8543  -0.3901
H -5.1290 -0.7498 3.6312  0.2017
H -3.0616 0.8297 0.5593  0.1750
H -4.8904 0.2295 0.3299  0.3294
H -4.0377 -2.1011 0.7282  0.6486
H -3.2086 -1.6288 -0.5584  0.4788
H -1.6452 -2.7914 0.9486  1.0717
H -2.1257 -1.8842 2.1498  0.3829
H -0.5827 -0.7268 -0.1688  0.8543
H -0.9619 0.0583 1.3360  0.1137
H 0.8384 -2.2706 1.0331  0.3487
H 0.3904 -1.8616 2.3720  0.3084
H 1.3685 0.4681 1.6885  0.4718
H 2.4199 -0.7447 1.6156  0.6936
H 1.7192 -1.2069 -0.8139  0.4721
H 3.2051 -0.0968 -0.3629  0.2532
H 0.3955 1.2198 -0.5956  0.2780
H 2.0136 1.8067 -0.3337  0.4693
H 1.1839 2.0745 -2.8206  0.3129
H 1.1427 0.3605 -2.8100  0.4525
H 3.5558 0.3446 -2.6681  0.5223
H 3.1129 1.3023 -4.0000  0.2998
H 4.1325 2.1849 -1.0957  0.2269
H 3.3877 3.1901 -2.6631  0.3542
H 5.0000 2.5520 -2.5837  0.3309

Results
- max |F| (eV Å⁻¹) = 18.4
- spin multiplicity = 1
- E (eV) = -16918.2990
- highest occupied orbital energy (eV) = -9.48
- LUMO energy (eV) = 0.6
- charge = 0
- HOMO-LUMO gap (eV) = 10.0

***

> Number 3 is which compound?

C5H15NO